Entry 1:
DFT (ωB97M-V with the def2-TZVPD basis set) results for C3HAsN9O2PtS5 as an isolated structure.

```
! RIJCOSX wB97M-V def2-TZVPD def2/J DEFGRID3
* xyz -2 2
Pt 0.58796 0.39462 -0.22522
S -5.62483 2.85090 -4.84389
As -3.65312 3.16533 -4.18279
S 1.45060 1.42345 -2.05312
S -1.37008 1.59835 -0.28011
S -3.10179 5.18129 -4.33912
N 1.27490 -2.01956 2.13489
C 0.09441 -1.37016 2.22125
N -0.88170 -1.57670 3.13994
N -1.83983 -0.73568 2.85536
N -1.46979 -0.05065 1.80587
N -0.25967 -0.42554 1.38608
C 2.28425 -1.69923 1.22274
N 3.45963 -2.28116 1.27978
N 4.15097 -1.71360 0.26533
N 3.42774 -0.85699 -0.35902
N 2.20983 -0.81313 0.22487
H 1.51103 -2.69123 2.84383
O 1.99889 0.13487 -3.08193
O 1.52638 -1.04817 -2.84197
S -3.60440 1.51812 1.71315
C -2.17137 1.01487 1.11406
*
```

As for the relative energy (zero: lowest compared OMol25 entry of this formula, charge and spin): 22.6 kJ/mol. As for the frontier orbital gap (alpha / beta): 0.1899 / 0.1897 Ha. As for the total energy: -5104.23431 a.u. As for the strongest force on any atom: 0.216 eV/Å.



Entry 2:
DFT (ωB97M-V with the def2-TZVPD basis set) results for C3HBr4O2 as an isolated structure at a distorted geometry.

```
! RIJCOSX wB97M-V def2-TZVPD def2/J DEFGRID3
* xyz -1 1
C -1.69513 -1.92648 2.24271
C 0.69044 1.20232 -0.56671
C 1.28533 0.86261 -1.71438
O -0.57709 -1.66286 2.48220
O -2.78301 -2.26047 2.36159
Br 1.62774 0.74165 0.98577
Br -2.08762 -0.64773 -0.15839
Br 0.57202 1.50311 -3.31750
Br 3.19725 0.52350 -1.66432
H -0.22995 1.66436 -0.65097
*
```

As for the relative energy (zero: lowest compared OMol25 entry of this formula, charge and spin): 0.0 kJ/mol. As for the frontier orbital gap: 0.2524 Ha. As for the total energy: -10561.53675 a.u. As for the strongest force on any atom: 3.251 eV/Å.



Entry 3:
DFT (ωB97M-V with the def2-TZVPD basis set) results for a 2-piece molecular cluster, C3HBrCl2FO2 overall at a distorted geometry.

```
! RIJCOSX wB97M-V def2-TZVPD def2/J DEFGRID3
* xyz -1 3
C 0.80996 1.51100 -1.13746
C -0.91356 -1.14546 0.86304
C -0.08206 -1.15198 -0.34911
O 1.46197 1.28764 -2.11257
O 0.09259 0.90420 -0.37335
F -2.16098 -0.60720 0.57119
Cl -0.44144 -0.35356 2.38841
Cl 0.66778 3.66031 -0.78946
Br 1.70500 -1.79289 -0.09471
H -1.13927 -2.31206 1.03402
*
```

As for the relative energy (zero: lowest compared OMol25 entry of this formula, charge and spin): 0.0 kJ/mol. As for the frontier orbital gap (alpha / beta): 0.2527 / 0.2598 Ha. As for the total energy: -3859.59587 a.u. As for the strongest force on any atom: 4.046 eV/Å.



Entry 4:
DFT (ωB97M-V with the def2-TZVPD basis set) results for a 2-piece molecular cluster, C3HBrClN overall at a distorted geometry.

```
! RIJCOSX wB97M-V def2-TZVPD def2/J DEFGRID3
* xyz 0 1
C -0.41214 -1.81422 -0.14001
C 1.03113 1.08149 -0.18145
C -0.53112 -0.47040 0.22110
N -0.48349 -2.97094 -0.12894
Cl 0.43970 2.62178 -0.10069
Br -2.11784 0.43512 0.03669
H 2.07375 1.11717 0.29331
*
```

As for the relative energy (zero: lowest compared OMol25 entry of this formula, charge and spin): 532.0 kJ/mol. As for the frontier orbital gap (alpha / beta): 0.2874 / 0.2728 Ha. As for the total energy: -3203.63923 a.u. As for the strongest force on any atom: 4.023 eV/Å.



Entry 5:
DFT (ωB97M-V with the def2-TZVPD basis set) results for one molecule with the formula C3HBrClN at a distorted geometry.

```
! RIJCOSX wB97M-V def2-TZVPD def2/J DEFGRID3
* xyz 0 1
N -0.07310 2.69002 -0.09108
C -0.00090 1.55583 -0.00606
C 0.27365 0.15211 0.02306
Br 2.20556 -0.28805 -0.01513
C -0.57566 -0.93279 0.08149
Cl -0.08954 -2.47520 -0.08151
H -1.74001 -0.70192 0.08923
*
```

As for the relative energy (zero: lowest compared OMol25 entry of this formula, charge and spin): 50.7 kJ/mol. As for the frontier orbital gap: 0.3540 Ha. As for the total energy: -3203.82256 a.u. As for the strongest force on any atom: 5.444 eV/Å.



Entry 6:
DFT (ωB97M-V with the def2-TZVPD basis set) results for an isolated ion of composition C3HBrNO3 and charge -1 at a distorted geometry.

```
! RIJCOSX wB97M-V def2-TZVPD def2/J DEFGRID3
* xyz -1 1
C -1.52556 0.40882 0.29296
C -0.44758 1.18037 -0.11761
C 0.42986 -1.35139 -0.01662
N 1.27539 -0.44158 0.41990
O -0.49410 2.29780 -0.67991
O 0.54437 -2.55424 -0.12456
O 0.84405 0.93433 0.35763
Br -2.96523 -0.12378 -0.71159
H 2.33879 -0.35032 0.57980
*
```

As for the relative energy (zero: lowest compared OMol25 entry of this formula, charge and spin): 480.9 kJ/mol. As for the frontier orbital gap (alpha / beta): 0.2465 / 0.2616 Ha. As for the total energy: -2969.26703 a.u. As for the strongest force on any atom: 3.120 eV/Å.



Entry 7:
DFT (ωB97M-V with the def2-TZVPD basis set) results for a 2-piece molecular cluster, C3HCl2F4N overall at a distorted geometry.

```
! RIJCOSX wB97M-V def2-TZVPD def2/J DEFGRID3
* xyz 0 1
C 0.93905 0.28449 0.01953
C 0.44075 1.68721 0.19297
C -1.22918 -1.50110 -0.08637
N 1.99324 -0.29027 -0.04180
F 1.42749 2.56041 0.23853
F -0.25249 1.79291 1.38810
F -0.63628 -2.70252 0.14719
F -2.09924 -1.28246 0.94495
Cl -0.66967 2.00962 -1.10923
Cl -1.97070 -1.23631 -1.67443
H 2.05703 -1.32199 -0.01944
*
```

As for the relative energy (zero: lowest compared OMol25 entry of this formula, charge and spin): 291.8 kJ/mol. As for the frontier orbital gap (alpha / beta): 0.3306 / 0.2905 Ha. As for the total energy: -1489.37528 a.u. As for the strongest force on any atom: 2.576 eV/Å.



Entry 8:
DFT (ωB97M-V with the def2-TZVPD basis set) results for one molecule with the formula C3HCl2NO at a distorted geometry.

```
! RIJCOSX wB97M-V def2-TZVPD def2/J DEFGRID3
* xyz 0 1
N 0.84278 -2.76744 2.11597
C 0.54884 -2.05536 1.25759
C 0.01870 -1.27126 -0.17961
O 0.40146 -1.52062 -1.26841
C -0.77268 0.01361 0.16229
Cl -2.56263 -0.54707 0.26835
Cl -0.12019 0.66966 1.64300
H -0.64715 0.73206 -0.58687
*
```

As for the relative energy (zero: lowest compared OMol25 entry of this formula, charge and spin): 71.3 kJ/mol. As for the frontier orbital gap: 0.3961 Ha. As for the total energy: -1165.23529 a.u. As for the strongest force on any atom: 2.922 eV/Å.